[1]
46
Properties=species:S:1:pos:R:3:forces:R:3:mulliken_charge:R:1 method="wB97M-V/def2-TZVPD" max_force_ha_per_bohr=0.04171 e_homo_ev=-9.752 e_tot_ev=-1275485.671 lumo_ev=-0.65
C 0.833 0.613 -5.446 -0.154 0.341 -0.381 -0.429
Br 0.071 5.199 1.082 0.173 -0.369 -0.623 -0.022
C -1.324 -2.682 2.723 -0.577 0.065 0.229 0.260
Br 2.799 4.478 -0.559 -1.301 0.032 -0.234 -0.055
H 1.730 1.549 4.008 0.153 0.156 -1.047 0.204
H 2.301 1.299 0.621 -0.599 0.123 -0.372 0.331
C -0.647 -1.748 -0.530 0.342 -0.614 0.199 -0.644
H -2.578 0.304 1.052 -0.601 0.127 -0.089 -0.599
Br -2.309 -3.844 -3.011 -0.691 0.523 0.115 -0.049
O 1.043 0.934 2.160 0.233 -0.108 1.183 0.055
Br -2.763 1.988 -0.725 -0.374 -0.137 0.505 -0.041
H 2.936 1.691 2.628 -0.566 -0.040 0.301 0.248
H 1.095 6.226 -0.875 -0.023 0.153 -0.217 0.375
H 4.836 -1.538 3.618 -0.198 -0.012 0.019 0.350
Br -1.245 -0.909 3.537 -0.343 -0.850 -0.188 0.013
H 1.639 -0.925 0.512 -0.352 0.167 -0.473 0.187
C 1.221 1.071 0.786 0.407 2.091 0.250 -0.260
H -0.582 -1.405 -1.557 -0.703 -0.063 -0.380 0.120
C -3.401 1.004 0.842 0.536 -0.200 0.173 0.660
Br -5.047 -0.032 0.473 0.997 0.901 0.388 -0.051
H -1.582 -2.222 -0.211 -0.074 0.409 -0.582 0.117
C -3.913 -2.702 -3.090 0.546 0.472 -0.421 -0.356
Br 2.430 -2.210 3.492 0.938 -0.050 -0.532 0.029
Br -0.226 1.507 -6.868 0.276 -0.521 0.837 -0.045
O -0.395 -0.656 0.330 0.862 0.201 -0.582 0.258
H 1.794 1.113 -5.525 -0.135 -0.212 0.251 0.362
H 1.609 2.864 2.781 -0.152 -0.059 -0.064 0.139
C 1.866 1.808 2.925 0.183 -0.407 0.387 -0.638
H -0.701 -2.634 1.857 0.461 0.031 -0.185 -0.182
C 4.278 -2.050 2.844 0.075 0.130 0.249 -0.304
Br 4.450 -0.878 1.286 -0.110 -0.569 0.373 -0.038
Br -3.441 -0.773 -3.103 -0.212 -1.095 0.223 0.020
Br -5.243 -3.161 -1.783 0.341 0.084 -0.101 -0.016
H 0.582 1.926 0.455 0.466 -0.376 -0.227 0.008
Br -0.223 4.531 -2.125 0.874 0.041 0.913 0.004
C 0.933 5.185 -0.666 0.264 0.086 0.154 -0.347
Br -0.677 -4.082 3.885 -0.049 0.283 -0.061 -0.048
Br 1.085 -1.263 -5.776 -0.037 0.159 -0.173 -0.036
Br -3.434 2.178 2.441 -0.330 -0.625 -0.941 -0.086
H 0.115 -2.556 -0.488 0.037 0.381 0.434 0.365
Br 0.141 0.849 -3.650 0.002 0.257 -0.485 0.147
H -4.344 -2.871 -4.070 0.026 -0.089 0.158 0.379
Br -3.074 -3.200 1.994 0.380 0.429 0.380 -0.085
Br 5.230 -3.748 2.640 -0.604 0.539 -0.126 -0.054
C 0.937 -0.175 0.076 0.114 -1.665 0.586 -0.455
H 1.197 -0.054 -0.991 -0.500 -0.118 0.175 0.209

=====

[2]
9
Properties=species:S:1:pos:R:3:forces:R:3:mulliken_spin:R:1 method="wB97M-V/def2-TZVPD" max_force_ha_per_bohr=0.12342 spin_multiplicity=3 e_homo_ev="-10.943 / -17.855" total_charge=+1 e_tot_ev=-10760.937 lumo_ev="-4.76 / -10.59" s2=2.0142 e_above_lowest_ev=2.442
H 1.579 -0.091 -1.114 -1.096 -0.398 1.356 0.117
O -1.653 -2.532 0.041 -1.724 -2.214 0.645 0.278
O 0.651 1.394 0.173 -2.417 5.795 0.923 -0.018
H 1.617 -0.552 0.677 -0.387 -0.006 -0.470 0.087
C -0.460 1.906 0.235 4.754 -0.004 0.158 0.228
N -0.297 -0.676 -0.208 2.166 1.795 -0.073 0.445
C 0.944 -0.160 -0.126 2.297 -4.602 -1.787 0.704
O -1.468 2.404 0.320 -3.072 0.385 -0.004 0.116
C -0.912 -1.691 0.002 -0.522 -0.752 -0.748 0.042

=====

[3]
34
Properties=species:S:1:pos:R:3:forces:R:3:mulliken_charge:R:1 method="wB97M-V/def2-TZVPD" max_force_ha_per_bohr=0.07398 e_homo_ev=-13.321 total_charge=+1 e_tot_ev=-42314.523 lumo_ev=-4.19 e_above_lowest_ev=1.046
H -0.226 0.994 1.254 -1.057 0.329 -1.049 0.040
N -3.049 1.594 -0.649 3.599 -1.228 -0.110 -0.073
C 2.441 -3.604 1.820 0.169 -0.135 -0.061 -0.645
H -4.037 1.668 -0.890 0.192 -0.036 0.444 0.214
H 0.618 -3.199 0.689 -0.058 0.186 0.042 0.377
S 1.623 -1.125 1.301 0.700 -0.658 0.104 1.314
H 0.484 -2.861 2.436 0.028 0.147 -0.050 0.390
H -0.323 0.249 -1.060 -0.006 0.961 -0.590 0.258
C 3.449 -2.624 2.425 -0.098 -0.063 0.156 -0.585
C 1.144 -2.830 1.569 -0.181 -0.489 0.047 -0.697
H 4.458 -3.038 2.437 -0.053 0.063 -0.003 0.358
H 3.795 -0.488 2.053 -0.147 0.070 -0.098 0.396
H -2.825 1.022 1.487 0.156 0.887 -1.046 0.401
Cl -2.695 3.493 1.069 -0.610 -0.993 0.492 -0.175
C -2.135 2.732 -3.706 0.403 -0.359 1.217 -1.038
C -2.557 1.335 -3.042 0.043 1.333 -0.266 0.125
H 2.830 -3.987 0.872 -0.032 0.030 0.054 0.312
C -2.397 1.696 0.693 0.301 1.886 1.351 0.070
C -0.801 1.649 0.534 -0.637 0.535 -0.904 -0.599
O 1.096 -0.321 2.382 -0.252 0.229 -0.387 -0.761
C 3.370 -1.366 1.569 0.404 -0.031 0.135 -0.786
F -2.018 0.241 -3.715 -0.188 0.976 0.985 -0.295
H 3.167 -2.393 3.457 0.063 0.022 -0.050 0.297
C -0.638 1.326 -1.025 -1.494 -0.322 0.934 0.024
H -3.674 1.275 -3.096 0.896 -0.345 0.138 0.327
O 1.404 -0.779 -0.089 -0.402 0.394 0.173 -0.713
H -1.362 3.199 -3.023 -0.712 -0.296 -1.004 0.317
H 2.267 -4.460 2.472 -0.027 0.060 -0.059 0.325
C -2.105 1.413 -1.539 -0.377 -0.649 -1.465 0.057
H -3.023 3.412 -3.702 0.821 -0.624 -0.305 0.316
H -0.476 2.696 0.745 -0.090 -1.032 -0.276 0.313
H -1.675 2.587 -4.715 -0.647 0.044 0.858 0.322
H 0.030 2.017 -1.609 -0.607 -0.952 0.593 0.427
H 3.838 -1.523 0.595 -0.101 0.063 0.003 0.386

=====

[4]
168
Properties=species:S:1:pos:R:3:forces:R:3:mulliken_charge:R:1 method="wB97M-V/def2-TZVPD" max_force_ha_per_bohr=0.06709 e_homo_ev=-8.146 e_tot_ev=-73864.864 lumo_ev=0.18 e_above_lowest_ev=0.000
H -0.501 5.625 -0.700 0.544 0.304 0.131 0.041
H 2.585 2.872 -3.742 -0.364 -0.163 0.468 0.325
C 3.571 2.215 0.879 -0.085 -0.759 -0.789 -0.860
H -2.061 3.765 0.516 0.433 0.214 -0.368 -0.337
H 1.966 -1.424 -3.244 -0.485 -0.144 0.135 -0.239
C -3.714 2.129 -2.317 0.580 -1.347 0.027 -0.502
H 2.459 -4.658 -4.854 0.126 -0.367 -0.551 0.424
H -4.003 -1.529 -1.073 0.546 0.161 0.027 -0.194
H -2.145 -3.370 5.220 -0.114 0.418 -0.110 0.419
C -5.564 0.372 1.928 0.083 -0.592 -0.841 0.901
C 0.647 -6.220 3.732 1.545 -0.052 1.360 -0.530
H 3.995 2.214 -8.090 -0.056 0.508 -0.101 0.309
H -4.366 2.025 2.517 0.110 -0.060 0.110 0.033
H 0.845 -0.221 -0.736 0.045 -0.062 0.065 0.067
H -5.302 -2.309 -1.766 -0.012 -0.711 0.034 0.398
C -3.470 -3.494 -1.671 -0.871 -0.720 1.215 0.411
H -1.286 -3.026 -1.635 -0.357 0.226 0.492 0.083
C -2.346 4.542 4.545 1.001 -0.629 0.394 -0.015
C -2.060 -3.560 -2.186 0.699 -0.955 -0.661 -0.425
C 3.595 2.069 -5.391 0.990 -1.391 -0.838 -0.672
H 3.180 -3.795 -1.806 -0.014 0.011 0.696 0.483
H -2.915 0.509 1.626 -0.191 0.254 -0.315 -0.453
H -0.757 -2.701 4.308 -0.065 -0.059 -0.067 -0.111
H -1.155 -2.000 1.759 -0.001 0.146 0.412 0.168
H -1.978 0.238 3.045 0.722 0.149 -0.036 0.185
O -2.576 0.183 -3.332 -0.362 2.181 0.206 -0.379
H 3.934 3.078 -5.625 -0.072 0.495 0.157 0.351
H 0.587 -6.656 4.730 0.391 0.385 0.346 0.391
C -2.157 2.331 -4.398 0.099 -0.365 1.203 -0.966
C -0.092 -1.406 -4.869 1.090 0.910 0.958 0.306
C -1.411 -1.400 5.852 -0.025 0.101 -0.287 0.658
C 2.417 -5.297 5.971 -0.267 -0.558 0.111 -1.437
C 3.005 5.907 1.585 -0.524 0.015 0.614 -1.160
H 0.020 1.051 3.891 -0.400 -0.110 -0.187 -0.023
O -5.911 -0.258 0.948 -0.114 0.677 -0.184 -0.605
H 1.654 -3.026 -1.191 0.110 -0.270 0.254 -0.005
O 3.927 0.408 -0.673 -0.511 0.562 0.366 -0.535
C 1.599 2.407 -6.684 -0.116 -0.103 1.040 -0.295
H 0.280 2.192 1.012 0.366 -0.314 -0.128 0.628
H 3.163 -2.084 -1.204 0.135 -0.084 -0.160 0.231
H 2.849 -3.770 4.659 -0.098 0.104 -0.512 0.143
C 4.498 0.201 -7.663 -0.028 -0.821 -0.004 -1.304
H 1.876 3.440 -6.892 0.317 0.420 -0.039 0.329
H -0.726 -1.422 -3.982 -0.231 -0.158 -0.237 -0.173
O -2.162 4.880 6.861 0.483 -1.947 -1.538 -0.628
C -1.625 2.601 6.259 -0.254 0.561 -0.303 -0.639
C -0.372 -0.811 6.795 0.588 -0.854 0.160 -1.271
H -1.216 1.909 -4.749 -0.318 -0.246 -0.406 -0.030
C 4.268 -0.281 1.569 -1.132 0.702 -0.847 -1.039
C -0.749 -6.295 3.245 -1.243 0.864 -1.055 -1.271
H -5.972 2.537 2.185 -0.372 -0.288 -0.115 0.495
H 3.770 1.654 -3.267 0.096 0.128 -0.076 0.517
N 2.753 1.547 -6.459 0.049 -0.218 -1.550 0.522
H -0.534 -3.350 5.919 0.137 -0.148 -0.132 0.229
C -2.530 5.649 -0.522 -0.315 1.291 -2.536 0.560
H 2.185 4.316 3.820 0.228 0.024 0.240 0.286
H -0.332 2.562 -7.542 -0.047 0.068 0.035 0.428
H 0.905 2.437 3.339 0.026 0.160 0.015 -0.185
H -3.314 4.115 4.284 0.099 0.111 -0.503 0.394
H -0.282 -5.608 -3.751 0.005 0.383 -0.253 0.083
O 0.776 5.088 1.310 1.821 0.678 2.160 -0.425
H -1.742 -4.602 -2.219 -0.043 -0.075 0.277 0.398
H 0.299 0.932 -7.455 -0.014 -0.166 -0.409 0.279
H 1.397 0.834 2.848 -0.039 -0.113 -0.237 -0.294
C -2.462 4.765 0.687 -1.310 -0.048 0.323 -0.049
H 0.634 -1.066 6.461 0.109 0.136 -0.460 0.316
H 0.043 0.396 -2.158 -0.522 -0.143 0.025 0.197
H 3.495 -0.174 2.330 0.616 -0.151 0.731 0.174
H -4.503 -0.081 3.783 -0.052 0.062 -0.007 -0.015
H 0.416 -5.602 -5.455 -0.741 -0.296 0.127 0.325
H 5.012 0.041 -8.611 0.075 0.326 -0.095 0.407
H -1.823 1.315 -0.362 -0.140 0.322 -0.530 -0.462
H -1.667 2.377 7.325 -0.159 0.445 -0.002 0.437
H -1.628 -0.410 -0.646 -0.315 -0.126 0.642 0.094
H 2.400 -6.386 6.014 0.096 -0.017 0.196 0.333
C 2.242 -2.477 -3.187 0.292 -0.442 0.561 -0.148
C 1.596 5.213 3.632 -0.178 0.022 -1.052 -0.805
H 4.458 2.611 1.373 -0.150 0.008 0.335 0.543
H 2.007 -2.444 1.414 0.198 -0.013 0.025 -0.136
H 2.048 6.068 4.134 -0.054 -0.154 0.128 0.491
H -6.257 -0.377 3.791 -0.071 0.363 0.195 0.457
H 0.970 -2.220 2.801 -0.002 0.096 0.106 -0.147
H 4.212 -1.294 1.171 -0.125 0.188 -0.227 0.220
H 0.565 -4.419 1.899 0.042 -0.066 -0.057 0.347
H 4.497 1.457 -5.390 0.113 0.049 -0.266 0.229
H -4.885 2.079 0.848 -0.277 0.016 -0.060 0.007
C -5.211 1.829 1.858 0.586 0.535 0.092 -0.561
H -3.502 4.583 0.957 -0.075 0.051 0.312 0.397
H -0.821 -6.154 2.167 -0.083 -0.103 -0.103 0.327
O -2.368 -0.766 5.490 -0.597 0.794 0.000 -0.506
C -2.034 4.047 5.942 -0.538 2.094 2.689 0.150
H -0.630 -1.010 -5.729 -0.273 -0.829 -0.196 0.459
H -1.896 3.291 -3.951 -0.186 0.092 0.132 0.334
C 2.546 -4.810 4.540 -0.196 0.086 0.781 -0.415
H 1.283 -6.932 3.206 0.250 -0.131 -0.492 0.371
C 3.471 1.321 -7.748 0.072 -0.411 1.180 -0.347
O -3.499 5.763 -1.274 0.902 -0.715 1.543 -0.606
H -2.644 -1.828 0.883 0.109 0.449 -0.405 0.129
C -5.355 -0.392 3.179 -0.162 -0.675 0.777 -0.847
H 1.102 2.387 -5.714 -0.220 0.423 0.124 0.180
H -0.411 0.254 7.024 -0.450 -0.180 -0.322 0.145
C -1.225 -2.790 5.289 0.817 -0.203 0.882 -0.417
H -1.254 -7.229 3.491 0.354 -0.155 -0.004 0.415
C -4.221 -2.229 -1.878 -1.096 1.039 -0.267 -0.423
H -0.590 2.447 5.954 0.034 -0.045 -0.305 0.222
C -1.249 6.404 -0.854 0.442 -0.739 0.450 -0.832
H 0.585 5.015 3.988 0.045 0.194 -0.169 -0.109
C 1.706 -4.726 -4.068 0.026 1.267 0.582 -0.612
H -4.069 -1.714 -2.826 0.516 -0.116 0.108 0.219
C 3.020 1.910 -4.015 -0.481 0.729 0.586 -0.969
H 3.440 6.643 2.262 -0.092 0.238 -0.174 0.450
C -0.312 1.658 1.755 0.168 -0.369 -0.645 0.293
H 3.214 -4.922 6.613 0.117 -0.090 -0.143 0.424
H -1.368 -5.511 3.680 0.055 0.153 0.159 0.143
C -2.786 1.396 -3.328 -0.214 -0.627 -0.346 0.675
H 5.257 0.311 -6.888 0.022 0.401 -0.103 0.343
C 2.604 -2.876 -1.703 -0.850 0.209 -1.817 -0.972
H 2.260 -5.116 -3.215 -0.159 0.496 0.358 0.348
H 2.691 -2.502 3.080 0.053 -0.078 -0.245 0.500
H 0.986 -6.704 -4.200 -0.019 -0.149 -0.218 0.458
H -2.798 -1.890 2.544 0.354 -0.329 0.389 0.456
H -0.385 -1.373 7.728 -0.411 0.000 0.258 0.469
H 0.598 -0.580 -4.698 0.289 0.155 0.262 -0.608
H 3.171 -2.514 -3.757 0.410 -0.125 -0.328 0.243
H 1.473 -4.947 6.388 -0.066 0.079 0.021 0.256
C 1.678 5.414 2.108 -1.749 -0.774 -1.203 0.849
N -0.840 0.389 1.199 0.858 1.391 0.843 0.987
H 3.425 2.763 -0.051 0.006 0.001 0.010 0.340
C 1.845 -2.763 2.444 -0.731 -1.370 0.122 -0.274
H 3.351 -5.325 4.015 0.349 -0.251 -0.141 0.378
C 0.171 0.560 -1.088 -0.265 0.206 0.461 -1.199
H -1.088 6.812 -1.851 -0.803 -0.145 -0.042 0.367
H 1.445 -2.595 -5.822 0.477 0.139 -0.153 0.308
H -1.116 2.378 1.905 -0.461 0.069 0.485 -0.507
N 1.299 -4.877 3.807 -0.946 0.211 -1.011 0.953
H -2.893 2.542 -5.174 0.139 -0.232 -0.176 0.444
H 0.852 2.104 -8.731 0.101 -0.271 0.042 0.465
H 5.309 -0.126 1.853 -0.234 0.357 0.506 0.455
C 3.852 0.754 0.490 1.404 -0.851 -0.467 0.767
H -1.057 7.200 -0.134 0.016 -0.111 0.210 0.315
H -5.270 -1.440 2.890 0.263 0.038 0.044 0.309
H -2.312 5.631 4.510 -0.452 -0.128 0.276 0.358
C 0.600 -5.702 -4.385 0.598 -0.344 -0.521 -1.165
H -0.045 -3.393 -5.450 0.093 -0.348 -0.113 0.407
C -1.142 0.473 -0.233 1.361 0.256 -0.636 0.624
H -2.265 1.879 5.752 0.125 -0.044 -0.234 0.208
N 1.218 -3.344 -3.830 0.326 0.890 1.088 1.010
H 2.272 -4.870 1.923 0.278 -0.132 -0.226 0.306
C 1.499 -4.310 2.450 -0.153 1.101 0.716 -1.029
H 0.717 1.502 -1.032 -0.086 0.157 0.315 0.266
H 2.703 1.060 -8.476 0.218 0.015 -0.052 0.268
C 0.694 -2.704 -5.040 -1.166 -0.796 -0.472 -1.132
H 4.048 -0.768 -7.447 -0.391 0.039 0.093 0.237
C -2.123 -1.499 1.783 -1.391 -0.236 0.391 -1.471
H 2.268 1.123 -3.961 -0.097 0.056 -0.176 -0.048
H -1.928 5.237 1.511 0.108 -0.091 -0.133 0.247
H 2.658 2.314 1.467 0.204 -0.021 0.311 -0.004
H -1.525 4.213 3.908 -0.359 -0.439 -0.553 -0.508
C 0.567 1.963 -7.689 -0.238 -0.179 0.082 -1.523
H -1.906 -3.205 -3.205 -0.524 0.256 -0.079 0.162
H -3.160 2.985 -1.931 -0.490 0.313 -0.189 -0.076
C -2.004 0.025 1.976 -0.172 -2.203 -0.908 0.479
H 2.862 6.283 0.572 0.387 -0.214 0.088 0.286
H -3.990 1.489 -1.480 0.426 -0.317 0.051 -0.111
H 3.664 5.044 1.681 0.204 -0.075 -0.527 0.162
H -4.699 2.346 -2.730 0.316 0.635 -0.491 0.597
O -3.992 -4.402 -1.021 1.102 0.868 -1.022 -0.639
C 0.526 1.467 3.019 0.124 0.220 0.012 -0.336